1.
A single H5N4OP molecule in a non-equilibrium geometry, computed with the ωB97M-V functional and the def2-TZVPD basis.

Computed properties:
Structure (SMILES): [H]/N=N/P(O)NN
Energy above the lowest of the compared OMol25 structures with the same formula, charge and spin: 186.4 kJ/mol
Multiplicity: 1
HOMO level: -0.2920 hartree
DFT total energy: -17374.8798 eV
LUMO energy: 0.0271 Ha

Each line ends with the Mulliken charge.
Element x y z (Å)
H1 1.33909 2.33392 0.35966  0.20
N1 0.67515 1.67442 -0.27447  -0.48
N2 -0.27788 1.20915 0.29944  0.09
P1 -1.16041 -0.06618 -0.66285  0.31
O1 -2.41487 0.01393 0.34880  -0.45
N3 0.02942 -1.15089 0.23661  -0.29
N4 1.24329 -1.06297 -0.44253  -0.58
H2 -2.84880 -0.88129 0.58637  0.35
H3 0.25914 -0.82358 1.12609  0.32
H4 1.20462 -0.87163 -1.43006  0.30
H5 1.95124 -0.37487 -0.14705  0.24


2.
2 unconnected molecules or ions with the total composition H5N4P in a non-equilibrium geometry, computed with the ωB97M-V functional and the def2-TZVPD basis.

Computed properties:
Structure (SMILES): [H]/N=P\N=N\[H].N
Energy above the lowest of the compared OMol25 structures with the same formula, charge and spin: 181.3 kJ/mol
Multiplicity: 1
HOMO level: -0.3174 hartree
DFT total energy: -15327.1270 eV
LUMO energy: -0.0069 Ha

Each line ends with the Mulliken charge.
Element x y z (Å)
H1 -1.44375 -1.04573 -1.10280  0.32
N1 -1.34748 -1.77563 -1.84098  -0.52
P1 -0.05016 -1.95659 -2.67950  0.19
N2 0.35963 -0.35920 -2.86599  0.05
N3 0.64807 0.77342 -2.44972  -0.26
H2 0.33277 1.56535 -3.02740  0.23
N4 0.22691 0.18534 0.72000  -0.68
H3 0.22459 -0.11899 1.73851  0.22
H4 1.25548 0.21035 0.27694  0.25
H5 -0.01105 1.10062 0.74746  0.21


3.
2 unconnected molecules or ions with the total composition H5N4PS in a non-equilibrium geometry, computed with the ωB97M-V functional and the def2-TZVPD basis.

Computed properties:
Energy above the lowest of the compared OMol25 structures with the same formula, charge and spin: 64.8 kJ/mol
Multiplicity: 3
HOMO level (spin up / spin down): -0.2682 / -0.2986 hartree
DFT total energy: -26160.1750 eV
LUMO energy (spin up / spin down): 0.0059 / -0.1112 Ha

Each line ends with the Mulliken spin population.
Element x y z (Å)
N1 -2.26166 -2.55685 -0.08817  0.67
N2 -1.72915 -1.44331 0.11362  0.14
N3 0.10641 1.82766 -0.01430  0.00
N4 -0.65584 0.65100 -0.11242  0.04
P1 -0.34070 -0.83712 0.54498  0.19
S1 2.90257 -0.10386 0.21353  1.00
H1 -3.15232 -2.54126 0.43541  -0.01
H2 0.03856 2.06627 1.04835  0.00
H3 1.09197 1.37958 0.00890  -0.01
H4 -1.33961 0.62067 -0.80586  0.00
H5 3.09885 -1.16867 -0.55599  -0.02


4.
2 unconnected molecules or ions with the total composition H5NO in a non-equilibrium geometry, computed with the ωB97M-V functional and the def2-TZVPD basis.

Computed properties:
Structure (SMILES): N.O
Energy above the lowest of the compared OMol25 structures with the same formula, charge and spin: 33.4 kJ/mol
Multiplicity: 1
HOMO level: -0.3565 hartree
DFT total energy: -3618.5743 eV
LUMO energy: 0.0269 Ha

Each line ends with the Mulliken charge.
Element x y z (Å)
N1 -0.46118 -0.98617 -1.12210  -0.72
H1 -0.56094 -0.11047 -1.64979  0.23
H2 -1.39194 -1.14889 -0.68967  0.22
H3 0.20212 -0.59650 -0.44426  0.29
O1 0.50721 0.93008 1.00182  -0.68
H4 1.43188 1.26542 1.02257  0.33
H5 0.27286 0.64653 1.88144  0.32


5.
2 unconnected molecules or ions with the total composition H5NO in a non-equilibrium geometry, computed with the ωB97M-V functional and the def2-TZVPD basis.

Computed properties:
Structure (SMILES): N.O
Energy above the lowest of the compared OMol25 structures with the same formula, charge and spin: 28.4 kJ/mol
Multiplicity: 1
HOMO level: -0.3761 hartree
DFT total energy: -3618.6263 eV
LUMO energy: 0.0265 Ha

Each line ends with the Mulliken charge.
Element x y z (Å)
N1 1.36531 -0.74767 1.15433  -0.65
H1 0.81888 -0.00251 0.71073  0.20
H2 1.46447 -0.49623 2.14305  0.23
H3 0.79372 -1.59776 1.11894  0.23
O1 -1.45121 0.56943 -1.83821  -0.64
H4 -0.98590 0.98336 -1.07638  0.30
H5 -2.00525 1.29139 -2.21246  0.33


6.
A single H5NOSi2 molecule in a non-equilibrium geometry, computed with the ωB97M-V functional and the def2-TZVPD basis.

Computed properties:
Energy above the lowest of the compared OMol25 structures with the same formula, charge and spin: 268.2 kJ/mol
Multiplicity: 1
HOMO level: -0.3533 hartree
DFT total energy: -19373.2612 eV
LUMO energy: -0.0284 Ha

Each line ends with the Mulliken charge.
Element x y z (Å)
N1 0.86036 0.06731 -0.34210  -0.16
O1 -1.49377 -0.25267 0.61637  -0.59
Si1 -0.31496 0.82724 -1.20500  0.50
Si2 -0.09589 -0.80432 0.99629  0.39
H1 1.78524 -0.04694 -0.22361  0.25
H2 -0.08364 2.21200 -1.06338  -0.07
H3 -1.47541 0.39611 -1.87333  -0.04
H4 0.30314 -2.27688 1.08026  -0.12
H5 0.51492 -0.12186 2.01449  -0.14


7.
2 unconnected molecules or ions with the total composition H5NP2S2 in a non-equilibrium geometry, computed with the ωB97M-V functional and the def2-TZVPD basis.

Computed properties:
Energy above the lowest of the compared OMol25 structures with the same formula, charge and spin: 321.1 kJ/mol
Multiplicity: 1
HOMO level (spin up / spin down): -0.2939 / -0.3276 hartree
DFT total energy: -41815.9976 eV
LUMO energy (spin up / spin down): -0.0985 / -0.0596 Ha

Each line ends with the Mulliken charge.
Element x y z (Å)
N1 0.66797 0.77698 -0.93402  -0.48
P1 -2.10726 0.89099 -0.09228  0.08
P2 1.32899 -0.07544 0.28331  0.31
S1 3.31096 -0.11069 0.22551  -0.36
S2 -1.81191 -1.12481 0.16116  -0.20
H1 0.88219 0.27269 -1.79882  0.25
H2 -2.51859 1.28091 1.27556  0.08
H3 0.88390 0.53073 1.29935  0.04
H4 0.73677 -1.30408 0.65260  0.07
H5 -1.37302 -1.13728 -1.07237  0.20


8.
2 unconnected molecules or ions with the total composition H5NS, computed with the ωB97M-V functional and the def2-TZVPD basis.

Computed properties:
Total charge: +1
Energy above the lowest of the compared OMol25 structures with the same formula, charge and spin: 153.0 kJ/mol
Multiplicity: 2
HOMO level (spin up / spin down): -0.5707 / -0.5497 hartree
DFT total energy: -12396.6429 eV
LUMO energy (spin up / spin down): -0.1546 / -0.3687 Ha

Each line ends with the Mulliken spin population.
Element x y z (Å)
S1 -1.24795 -1.35050 1.38106  0.94
H1 0.01650 -1.68907 1.05637  -0.01
N1 0.49337 0.69362 -0.64498  0.11
H2 0.74434 -0.02401 -1.30438  0.00
H3 -0.14234 1.33105 -1.10448  0.00
H4 1.32375 1.12652 -0.25520  0.00
H5 -1.18767 -0.08763 0.87162  -0.02


9.
2 unconnected molecules or ions with the total composition H5O2 in a non-equilibrium geometry, computed with the ωB97M-V functional and the def2-TZVPD basis.

Computed properties:
Total charge: +1
Energy above the lowest of the compared OMol25 structures with the same formula, charge and spin: 155.0 kJ/mol
Multiplicity: 1
HOMO level: -0.6880 hartree
DFT total energy: -4166.9153 eV
LUMO energy: -0.1701 Ha

Each line ends with the Mulliken charge.
Element x y z (Å)
O1 0.22304 -0.41990 1.00671  -0.49
H1 0.07636 -1.00168 1.77735  0.40
H2 0.31561 0.52926 1.17016  0.42
O2 -0.26755 0.50064 -0.88821  -0.67
H3 -1.18739 0.35734 -1.14590  0.39
H4 0.31732 0.46641 -1.79324  0.42
H5 0.52261 -0.43209 -0.12686  0.53


10.
3 unconnected molecules or ions with the total composition H5O2S, computed with the ωB97M-V functional and the def2-TZVPD basis.

Computed properties:
Total charge: -1
Energy above the lowest of the compared OMol25 structures with the same formula, charge and spin: 15.6 kJ/mol
Multiplicity: 1
HOMO level: -0.1188 hartree
DFT total energy: -15012.9581 eV
LUMO energy: 0.1500 Ha

Each line ends with the Mulliken charge.
Element x y z (Å)
S1 -0.39868 0.34461 0.02200  -0.86
H1 -0.82387 1.08861 -1.01148  -0.04
H2 -1.29619 -3.33245 0.67379  0.28
H3 -1.29156 -1.81841 0.59227  0.25
O1 -1.89262 -2.58589 0.62602  -0.60
H4 1.84555 1.24492 0.00786  0.30
H5 1.91574 2.25145 -1.07089  0.29
O2 2.50558 1.82504 -0.43821  -0.62


11.
3 unconnected molecules or ions with the total composition H5O3 in a non-equilibrium geometry, computed with the ωB97M-V functional and the def2-TZVPD basis.

Computed properties:
Energy above the lowest of the compared OMol25 structures with the same formula, charge and spin: 80.3 kJ/mol
Multiplicity: 2
HOMO level (spin up / spin down): -0.3923 / -0.3894 hartree
DFT total energy: -6220.0050 eV
LUMO energy (spin up / spin down): 0.0166 / -0.1682 Ha

Each line ends with the Mulliken spin population.
Element x y z (Å)
O1 1.20615 -0.24244 -1.36393  0.33
H1 0.70284 -0.09491 -2.15551  -0.01
O2 -0.93009 -0.94367 1.66003  0.03
H2 -0.63176 -0.11120 1.08706  -0.01
H3 -0.81046 -1.64590 1.06911  0.00
O3 -0.32196 0.97536 0.13091  0.73
H4 0.58061 0.30124 -0.64141  -0.05
H5 0.20467 1.76152 0.21372  -0.02


12.
A single H5PSi molecule in a non-equilibrium geometry, computed with the ωB97M-V functional and the def2-TZVPD basis.

Computed properties:
Structure (SMILES): [SiH3]P
Energy above the lowest of the compared OMol25 structures with the same formula, charge and spin: 50.8 kJ/mol
Multiplicity: 1
HOMO level: -0.3613 hartree
DFT total energy: -17245.8263 eV
LUMO energy: 0.0367 Ha

Each line ends with the Mulliken charge.
Element x y z (Å)
Si1 0.33844 -0.72271 -0.20829  0.34
P1 -0.04004 1.45295 0.16391  -0.14
H1 -0.41161 -1.85550 0.32188  -0.11
H2 0.11052 -0.69109 -1.54795  -0.11
H3 1.92084 -1.07767 -0.00484  -0.06
H4 -0.53456 1.34406 1.41480  0.03
H5 -1.38359 1.54995 -0.13951  0.05